# 1
C35H22ClIMnN2O4PS2 as an isolated structure in a non-equilibrium geometry, computed with ωB97M-V/def2-TZVPD.

Structure (ORCA input):
```
! wB97M-V def2-TZVPD RIJCOSX def2/J DEFGRID3
* xyz -1 6
S 0.03327 3.58151 -0.85502
C 2.52862 -2.97181 -1.66467
C -4.13811 -3.56018 -1.48658
O -4.38006 1.57785 0.10307
H -5.12489 -1.66336 -1.71253
H -4.98645 -4.13758 -1.83365
C -1.95311 -2.07951 -0.59263
H -1.31986 6.13255 -0.60542
C -1.37799 -0.69089 4.53566
C -3.12582 -1.43672 -0.98819
H -5.49263 4.48331 1.56145
C -3.25589 6.66514 0.20378
C -2.96827 -4.20593 -1.10753
H 6.64538 -0.84420 -0.64802
C 2.60767 0.40282 -2.61270
N -1.91618 2.13916 0.26300
C -1.88370 -3.46871 -0.65641
H -3.19418 -0.35783 -0.93631
H 5.72871 -0.20758 1.57491
S -3.41097 2.24584 0.93455
O 1.33965 1.72424 2.36152
C -4.21641 -2.17634 -1.42309
C -4.42244 6.20526 0.81014
C 5.22968 -0.67252 -3.01229
C -3.56477 4.00338 0.74137
C 0.59757 0.95780 1.72198
H 0.00012 0.96593 4.44194
C 5.13649 -0.10673 0.67550
C 3.82358 0.37993 0.76290
H 1.31413 -2.30016 1.93863
C -2.40319 4.44447 0.14135
C -0.28300 0.05169 2.53695
C 0.86769 -2.08212 -0.14830
H -2.90339 -5.28610 -1.15896
H -2.72636 -2.34623 4.29607
C -2.23322 5.79050 -0.13684
H -2.34047 -2.57542 1.87818
O -3.37946 1.89692 2.32632
C 3.08462 0.01995 -3.86655
H -0.97092 -3.97334 -0.36048
H -1.56382 -0.59715 5.59838
H -5.20476 6.90871 1.06630
C 5.64070 -0.45589 -0.54813
O 1.44438 0.88110 -2.38401
H -3.14671 7.72252 -0.00256
C -4.59228 4.85485 1.08999
Cl 6.82093 -1.33316 -3.29811
C 1.64526 -2.49915 0.92599
P -0.60505 -1.00852 0.00525
N 3.06320 0.52947 -0.29500
H 2.88008 -3.12859 -2.67765
H 4.26148 -3.85362 -0.75331
C 2.85944 -3.13948 0.70802
H 3.38249 0.65942 1.71270
C 1.32332 -2.32579 -1.44813
C -0.93559 -0.94655 1.79704
H 3.46425 -3.44354 1.55402
C 4.36827 -0.50876 -4.06158
I 1.79273 0.20638 -5.48780
C 3.30519 -3.37349 -0.58437
C -1.81232 -1.81310 2.43658
Mn 0.83242 1.20249 -0.37917
C -0.50770 0.17691 3.90096
C 4.83847 -0.31655 -1.69936
H 0.74675 -1.96311 -2.29313
C 3.54150 0.20492 -1.51685
C -2.02977 -1.67922 3.80191
C -1.46045 3.30541 -0.11373
H 4.68217 -0.79151 -5.05736
*
```

For the molar mass, the calculation gives 847.0 g mol⁻¹. The value obtained for the HOMO energy (alpha / beta) is -0.1398 / -0.1739 hartree. The calculation puts the calculated total energy at -4804.21195 Eh. For the HOMO-LUMO gap (alpha / beta), the calculation gives 6.14 / 7.01 eV. The expectation value of S² is 8.762.


# 2
C35H23Br2Cl3F2GeN3Sn as an isolated structure in a non-equilibrium geometry, computed with ωB97M-V/def2-TZVPD.

Structure (ORCA input):
```
! wB97M-V def2-TZVPD RIJCOSX def2/J DEFGRID3
* xyz 0 2
C 3.06877 -2.28727 3.87865
Sn 0.51134 0.25639 0.19631
C -2.96411 -0.62228 -3.10114
C -1.98811 -3.35399 -0.97908
C 4.51066 -2.34112 -1.00191
H 2.25769 3.92858 -2.89407
H -1.98676 3.11802 -3.03840
Cl -0.19664 3.59778 1.85078
Br 3.38648 -2.53795 6.71609
H -1.31276 -5.19725 -1.86359
H -3.01347 -3.56914 -0.94068
C 0.69322 -2.53707 -1.07089
C -3.94487 0.62416 -1.29615
C -2.82315 -0.54495 2.66881
H -4.79266 0.82746 -0.62188
C -1.01852 -4.22744 -1.48255
C 3.24824 -2.82924 -1.13658
C 0.29400 -3.80769 -1.54123
H 4.03027 -2.79548 3.72778
Cl 3.10048 4.26415 1.03687
H -2.57576 1.81212 -0.14389
C -1.21924 4.57302 -4.48524
N -0.25671 -1.76113 -0.54553
N -1.57619 -0.92953 2.75543
H 2.00442 5.46376 -4.69900
C -2.97525 0.08062 4.97273
C 1.12766 -1.63582 5.21440
Br -3.85339 0.70358 6.48548
C -0.96740 -0.76947 3.98399
C -2.69337 1.16560 -1.00037
C -0.33464 1.41555 -1.41590
C 1.15130 4.99317 -4.38421
H 5.35619 -3.01714 -1.27426
Cl 2.52708 1.85121 3.52611
H -2.13296 4.84847 -4.93114
C -1.61561 0.92215 -1.78942
C -1.73204 0.01383 -2.87761
H -4.98549 -0.88009 -2.50019
H -0.78717 -0.26821 -3.42323
C 2.28946 -0.75901 -0.46784
H 3.71701 0.82338 -0.02304
H 2.77407 -1.81639 1.80245
H -0.19979 5.86354 -5.79441
C 1.22559 4.12618 -3.30690
C 0.38309 2.43101 -1.78885
H 0.56721 -1.62206 6.19037
C -3.59867 -0.05115 3.75353
C 2.07642 -2.06947 -0.91850
H -2.18289 -1.40601 -0.18223
H 1.38490 2.51957 -1.40869
C -1.60966 -0.26857 5.11445
H -3.09545 -1.39173 -3.86432
C 0.11046 3.42123 -2.86086
H -4.61923 0.24309 3.63605
C 2.30783 -1.87210 2.77479
C 4.68009 -1.02835 -0.68215
Ge 1.75468 2.56242 1.50821
C 2.43600 -2.13582 5.10206
H -3.30156 -0.61194 1.70964
C -1.51021 -2.13216 -0.52988
F 5.92908 -0.59651 -0.67397
H -1.11023 -0.15014 6.04652
C -1.15967 3.65541 -3.41069
F 3.15315 -4.06523 -1.62709
N 1.09040 -1.26358 2.85166
H 1.09462 -4.44899 -1.88278
C -4.08188 -0.26683 -2.32096
C 0.50123 -1.20388 4.03637
C 3.55456 -0.22552 -0.40644
C -0.08216 5.19225 -4.95179
*
```

For the molar mass, the calculation gives 981.1 g mol⁻¹. The value obtained for the HOMO energy (alpha / beta) is -0.2595 / -0.3005 hartree. The calculation puts the calculated total energy at -10531.42878 Eh. For the HOMO-LUMO gap (alpha / beta), the calculation gives 6.45 / 6.60 eV. The expectation value of S² is 0.757.


# 3
C35H23Cl2I2O2PSSe4Ti as an isolated structure in a non-equilibrium geometry, computed with ωB97M-V/def2-TZVPD.

Structure (ORCA input):
```
! wB97M-V def2-TZVPD RIJCOSX def2/J DEFGRID3
* xyz -1 2
Se -2.01224 1.14845 4.22270
H 3.42806 2.07758 2.56600
C 1.31009 -2.99914 0.12686
C 1.22797 3.34401 -2.82616
C -3.38286 -2.72835 -3.35239
C -3.05757 4.03870 -0.02857
C -1.02952 -2.15704 -3.03965
C 1.34528 -1.69828 -2.95958
H 2.57456 -2.41912 -4.57721
Ti -1.47968 -0.14994 1.82747
H 2.87207 1.03280 -0.99686
I 4.70163 2.05919 7.57274
Se -2.00503 -2.60090 2.20161
H 4.72106 -1.72980 1.36047
O 1.43671 1.08516 1.40886
H -3.90099 -3.96255 -5.05197
C 0.78574 0.91470 -1.50748
H 0.33609 -3.36439 -0.18151
Cl -6.75793 1.58520 0.68025
H 3.13103 -0.16365 0.39497
C 0.10928 -1.58833 -2.36786
H 1.91620 -4.91796 0.83838
H 0.65993 -3.50660 -5.72112
C -2.40659 -2.08374 -2.63841
H 0.79061 -0.18120 5.03069
C -1.82174 -3.51733 -4.96237
C 0.52426 -2.96197 -4.79471
C -3.10193 -3.46463 -4.51959
C 1.68043 0.42979 4.94878
C 2.86964 -1.20889 0.42331
H 4.81023 2.66718 4.55315
Se -2.98689 -0.77288 5.16198
C -0.03287 2.76526 -2.83529
C -5.42558 3.74351 -0.15931
C 2.20213 -3.88253 0.70787
Se -1.54776 -2.49683 4.52684
C -0.24961 1.56453 -2.18143
H 2.20419 -1.26074 -2.46695
H -1.56641 -4.05372 -5.86837
C 3.44265 -3.43677 1.14013
C -5.29764 2.50341 0.43673
H -4.40981 -2.66309 -3.01811
C 3.93476 2.04187 4.65656
H 2.14822 0.40197 7.04269
I -3.20281 -1.02139 -1.00552
C 3.55722 1.56059 5.90430
C 3.17023 1.70952 3.55052
C 2.43685 0.76109 6.06501
C -4.30216 4.52151 -0.39673
H 3.25220 3.14584 -2.14455
H -0.85560 3.24987 -3.34607
H -6.40923 4.09279 -0.43881
C 2.26345 2.70496 -2.16139
H -1.24323 1.12754 -2.19010
C 1.63506 -1.65218 -0.04168
C 1.21344 0.55352 2.49814
H -2.15670 4.61059 -0.19953
S -3.96670 0.38791 1.58854
C 2.04969 0.90549 3.69629
P 0.25337 -0.65819 -0.73237
C 1.57364 -2.36975 -4.16911
C 2.04514 1.49983 -1.50801
C -0.77771 -2.87110 -4.25257
C 3.76823 -2.09708 1.00015
H -4.39820 5.49234 -0.86288
C -4.06593 1.95786 0.83780
Cl -1.34541 2.27294 0.97796
H 4.13918 -4.12410 1.60198
O 0.25074 -0.27431 2.71494
H 1.40294 4.28493 -3.33107
C -2.97787 2.79608 0.57061
*
```

For the molar mass, the calculation gives 1227.0 g mol⁻¹. The value obtained for the HOMO energy (alpha / beta) is -0.1491 / -0.1495 hartree. The calculation puts the calculated total energy at -14208.78978 Eh. For the HOMO-LUMO gap (alpha / beta), the calculation gives 6.10 / 6.11 eV. The expectation value of S² is 0.758.


# 4
C35H23F9FeN5PS as an isolated structure in a non-equilibrium geometry, computed with ωB97M-V/def2-TZVPD.

Structure (ORCA input):
```
! wB97M-V def2-TZVPD RIJCOSX def2/J DEFGRID3
* xyz 1 2
N -0.75590 -3.50160 -1.77491
C 3.29961 3.19031 -5.21741
C 2.19923 -1.51743 3.18154
C 2.45580 2.15567 -1.67900
C 1.49635 -2.61732 3.62395
F 3.23970 2.17924 -6.10057
Fe 0.75920 -0.90961 -1.03148
C -2.69531 1.50537 -0.66581
H -2.70288 5.35570 -0.39091
F 0.88342 2.47756 6.12201
H -0.26837 -7.90304 1.82577
H 2.20339 3.22324 0.67111
C 1.68969 2.71759 1.47697
C -0.75022 -2.79829 -2.93475
C -2.84282 -6.19084 0.43740
C 1.99758 -1.08402 1.87141
H -0.16147 0.99920 4.40795
C -2.22097 -4.97027 0.24789
H 4.26694 2.57984 -2.75009
C -0.19409 -5.85632 1.21502
H 0.84963 -5.74569 1.48323
C -3.90001 2.20031 -0.70676
H 1.58804 -2.95780 4.64705
C 0.56546 -2.82601 1.43056
H -1.63054 -4.34817 -3.89880
F 2.78848 4.27295 -5.82485
C 2.06982 2.97045 2.79019
H 0.63965 3.05750 -4.96408
C -1.49859 3.58359 -0.42096
F -6.24701 3.57483 -0.76128
C 3.18737 2.54192 -2.79338
H -3.87878 -6.31472 0.14968
H 0.11146 -4.16042 3.04587
C 1.14261 2.80005 -4.04049
C -5.17482 4.36402 -0.62718
H -0.56497 4.12346 -0.31315
C -3.89018 3.57751 -0.60232
H 2.87258 3.66424 3.00202
C 2.73307 -0.96347 -1.23803
S -0.09901 -1.23836 -3.11962
N 1.17715 -1.69651 1.03410
F 2.56607 3.64681 5.42409
C -2.14039 -7.24954 1.00222
C -0.81748 -7.07939 1.38871
C 1.89636 2.50603 5.24743
H 2.51495 -0.21500 1.48556
F 4.58970 3.43233 -4.96714
H -2.78075 -4.14037 -0.16520
H 2.88114 -0.98263 3.82914
C 2.52934 2.84950 -3.96907
H 2.98352 1.87641 -0.77861
H -0.66676 2.36388 -2.99430
C 0.41345 2.41594 -2.93075
C 0.35868 1.46822 3.58249
C 0.67057 -3.29159 2.73217
C -0.88935 -4.78982 0.63623
P 0.08053 1.29449 -0.42827
C 0.66553 1.81887 1.21384
N -1.31474 -3.39432 -3.98082
C -0.00681 1.20800 2.27568
H -2.62606 -8.20637 1.14611
C -1.49958 2.19142 -0.52092
N 3.88376 -0.99671 -1.35837
H -1.27041 -2.96261 -4.88810
H -2.69290 0.42456 -0.75079
C -0.21427 -3.51299 0.39789
N -0.20962 -2.88692 -0.76028
F 2.72903 1.49486 5.57920
C 1.41762 2.33443 3.83118
C -2.69259 4.27503 -0.46416
F -5.32574 5.06825 0.50467
F -5.18302 5.24013 -1.64285
H -4.83585 1.67155 -0.82076
H -0.82073 0.51839 2.07239
C 1.06650 2.09448 -1.73653
*
```

For the molar mass, the calculation gives 803.5 g mol⁻¹. The value obtained for the HOMO energy (alpha / beta) is -0.4074 / -0.4099 hartree. The calculation puts the calculated total energy at -4523.19715 Eh. For the HOMO-LUMO gap (alpha / beta), the calculation gives 5.13 / 6.76 eV. The expectation value of S² is 1.059.


# 5
C35H24Cl5CoN7O3S as an isolated structure, computed with ωB97M-V/def2-TZVPD.

Structure (ORCA input):
```
! wB97M-V def2-TZVPD RIJCOSX def2/J DEFGRID3
* xyz -2 4
Cl -0.30407 3.58731 -7.60234
C -3.73936 -2.52720 -0.45605
C -4.14322 -2.55333 -1.81837
Co -0.50609 1.20937 -2.39691
C -0.18889 5.20883 0.89167
S 4.46461 -0.39219 1.27799
C 4.31928 1.04331 2.25361
C -1.21013 7.28212 1.58287
H 1.58814 -0.36221 -0.93370
H -1.06734 -0.09902 2.50528
H 6.10452 0.90131 5.21598
O 1.73646 -2.40337 -3.48254
O -2.19770 0.09334 -3.30273
C -0.21905 2.54515 -5.07904
H -0.42808 -6.29940 0.69067
C 5.35210 0.56713 4.49927
C -3.03235 -4.52336 1.94880
H 1.49792 -6.72171 1.87820
H -2.23357 -4.80823 -0.02228
C -1.01426 2.89045 -1.65655
C -1.09212 3.90408 -0.97984
N 2.30774 -0.75725 -0.32185
C -1.86653 -5.70947 3.71136
C -2.23672 -0.66970 -1.07408
H -2.86210 5.92007 -1.04990
H -3.98401 -1.76896 -3.79920
Cl 2.70772 4.28059 -7.20855
H 0.50235 -8.16876 1.59223
C -0.97518 -6.23808 2.77625
C 0.96050 -7.54148 2.36322
C -2.13502 -5.06809 1.02301
H 6.33837 1.45223 2.79186
H -1.23736 8.14238 2.24132
N -1.30678 0.27374 -0.80079
H 4.37646 0.59262 4.98546
N 2.40570 1.11633 1.10994
C -2.12460 6.03472 -0.26590
H 0.52062 6.40880 2.51000
H -2.93026 7.88372 0.44716
N -4.04081 -3.63052 1.63112
H -4.87573 -3.30671 -2.08481
C 0.37157 2.17797 -3.86752
Cl -1.91037 2.23952 -5.32434
H 5.11815 2.48741 3.52573
N -4.25429 -3.45667 0.34382
H 5.56777 -0.47049 4.23929
C -2.87533 -4.86704 3.30342
Cl 4.09511 3.64893 -4.48373
C -2.66742 -0.71890 -2.46870
C -2.32923 -1.28373 1.24262
C 2.90834 0.03311 0.59530
C 1.69862 2.58030 -3.72831
C -2.77084 -1.50946 -0.07349
H 2.89909 -1.39476 -0.82968
C 1.14162 -1.41673 -3.12357
C 1.81819 3.50748 -5.93639
C 0.47672 3.18246 -6.10617
C -1.41459 -0.29325 1.49934
C -2.15730 7.13426 0.57716
C -1.11327 -5.91453 1.43263
C -3.64528 -1.70679 -2.77228
C -1.14050 5.04593 -0.12744
H 1.66248 -8.13974 2.94009
H -1.73860 -5.97017 4.75459
H -3.56845 -4.44153 4.01865
O 0.00240 -7.06195 3.27886
Cl 2.47129 2.31716 -2.18604
H 0.57872 4.45389 1.01086
C -0.22709 6.31022 1.73102
N 0.58746 -0.45499 -2.72205
C 5.34846 1.45630 3.25544
C 2.43315 3.21478 -4.72489
N 3.22468 1.68357 2.04805
H -0.18043 1.25008 0.59584
C -0.91518 0.46995 0.44021
H -2.72682 -1.88113 2.04982
*
```

For the molar mass, the calculation gives 858.9 g mol⁻¹. The value obtained for the HOMO energy (alpha / beta) is -0.0487 / -0.0955 hartree. The calculation puts the calculated total energy at -6039.07332 Eh. For the HOMO-LUMO gap (alpha / beta), the calculation gives 4.94 / 6.21 eV. The expectation value of S² is 3.832.


# 6
C35H25Br2CaCl2N5O3 as an isolated structure in a non-equilibrium geometry, computed with ωB97M-V/def2-TZVPD.

Structure (ORCA input):
```
! wB97M-V def2-TZVPD RIJCOSX def2/J DEFGRID3
* xyz 0 1
C -0.33659 -0.87265 -1.00998
H -1.15140 3.63978 5.67013
H -1.14530 -4.96236 0.37021
H 2.01381 -3.37934 4.37550
C -3.51590 2.56212 -4.34923
H 0.40194 -2.32485 -4.22812
C -1.02943 0.71282 -3.77938
H 1.18420 -1.23885 -6.29741
H -4.90333 3.66667 -5.52351
H -3.39934 -1.71323 3.33656
C 5.85196 0.87184 0.59712
C 0.08916 3.54114 3.91875
C -0.54524 1.32615 -4.93584
H 5.98513 -3.01907 1.89763
C 3.41564 0.72528 0.93594
H -0.02241 -2.84670 0.96480
H -3.45669 5.58883 -1.98017
N -1.51343 -0.20425 3.30169
Cl -1.73477 3.64743 -0.93492
H -1.67922 1.28808 -1.91590
O -0.86426 0.04967 -0.31346
C 0.25220 0.63793 -5.83013
C 3.95756 -3.09585 2.54086
C -2.89927 -4.53351 1.52698
C -0.82855 3.04126 4.82909
C 4.92773 -1.18653 1.46532
N -1.87168 1.42037 -2.90554
C -1.08608 -1.35756 -2.25103
H -0.84839 -2.41350 -2.36829
C 2.73351 -2.39949 2.62529
N -0.01702 1.52034 2.66677
H 0.84701 -2.27996 3.62739
C 1.62112 -3.01396 3.42623
C -0.90937 1.03743 3.53686
C -4.27571 3.68191 -4.64350
C -1.63723 -4.25423 1.02363
C -2.66061 2.51270 -3.22927
H 0.50789 4.53089 4.03045
C 0.13817 -1.29326 -4.42874
C 6.01786 -0.42583 0.99883
C 0.46866 2.74063 2.84839
H -4.51973 -3.84027 2.75534
C 3.63170 -0.60131 1.47821
C 4.57683 1.42634 0.57978
C -4.24884 4.77972 -3.80563
C -2.70646 3.63695 -2.37501
H 1.18145 -3.86352 2.90196
O 2.24650 1.24284 0.85181
H -3.39055 -5.46124 1.26405
C -3.53510 -3.62247 2.36379
C -1.34128 1.76899 4.63832
C -0.64592 -0.62009 -3.50015
C 5.03719 -2.50310 1.95984
H 1.17735 3.08207 2.10171
H -4.84438 5.65198 -4.03701
C -3.47701 4.74661 -2.65799
C -1.00683 -3.06872 1.35438
C 0.58325 -0.68354 -5.58930
Cl -3.75902 1.16303 -5.34494
Br 7.77336 -1.17062 0.98438
O 0.75980 -1.39114 -0.70384
H 4.02827 -4.09132 2.95908
H -2.06453 1.33590 5.31455
N 2.56242 -1.22018 2.06053
H 0.61946 1.14032 -6.71568
Br 4.34688 3.22802 0.04485
C -1.64073 -2.14731 2.19099
H -2.15984 -1.23795 -2.09171
Ca 0.69806 -0.04529 1.08953
N -0.94968 -0.95851 2.48083
C -2.91741 -2.43305 2.69099
H 6.70098 1.46786 0.29411
H -0.79855 2.36065 -5.12775
*
```

For the molar mass, the calculation gives 834.4 g mol⁻¹. The value obtained for the HOMO energy is -0.2653 hartree. The calculation puts the calculated total energy at -8594.45168 Eh. For the HOMO-LUMO gap, the calculation gives 5.50 eV.